# C7H8

An isolated molecule of C7H8 (ωB97M-V/def2-TZVPD, the OMol25 dataset).

Structure (XYZ):
```
15
Properties=species:S:1:pos:R:3:lowdin_charge:R:1
H -1.85 -0.78 0.91 0.117
C 0.73 -0.12 -1.36 -0.048
H 0.05 0.44 -2.02 0.080
C -1.42 1.27 0.31 -0.172
H 1.67 0.43 -1.32 0.081
C 0.15 -0.24 0.07 -0.401
H 0.33 0.68 0.69 0.127
C 0.79 -1.25 0.89 -0.121
C -1.07 2.41 0.16 0.091
H -0.34 3.18 0.10 0.040
H -1.93 -0.40 -0.83 0.121
H 0.92 -1.10 -1.81 0.083
C 1.41 -1.90 1.69 0.118
H 1.96 -2.46 2.41 0.021
C -1.41 -0.17 0.11 -0.135
```

ΔE to the lowest compared entry with this formula, charge and spin   484.9 kJ/mol
HOMO level   -9.46 eV
Kohn-Sham gap   10.4 eV
LUMO   0.94 eV

***

# C58H139F4N8O12P2S4

A structure of composition C58H139F4N8O12P2S4 (ωB97M-V/def2-TZVPD, the OMol25 dataset).

Structure (XYZ):
```
227
Properties=species:S:1:pos:R:3:lowdin_charge:R:1
H 4.20 -14.57 12.90 0.085
C -0.55 -9.69 14.16 -0.193
O -8.79 -2.11 36.55 -0.024
S -8.11 -15.30 25.09 0.481
H 0.59 -12.03 18.51 0.098
C 0.93 -10.37 14.20 -0.236
H -12.30 -17.25 16.25 0.157
O -11.62 -14.06 26.10 -0.286
H -13.49 -13.09 26.76 0.092
C -9.38 -5.64 37.22 0.030
H 4.37 -14.46 15.96 0.138
H 1.60 -8.45 20.78 0.099
H -7.76 -15.18 40.09 0.146
H -13.91 -15.86 20.66 0.115
H -9.28 -10.40 24.90 0.162
H -17.60 -15.38 30.18 0.086
H -1.51 -14.12 17.62 0.114
H -4.86 -18.97 29.87 0.099
H -8.77 -12.09 27.82 0.107
H 3.29 -12.58 13.65 0.133
C -2.82 -12.32 25.04 -0.102
H -14.63 -18.54 17.05 0.110
N -8.08 -10.44 26.66 -0.033
C -5.04 -17.04 29.04 -0.276
H 3.75 -11.23 15.57 0.118
H -6.95 -20.08 31.13 0.119
H -13.68 -14.45 16.84 0.091
C -14.21 -15.28 16.45 0.023
F -10.87 -14.02 23.83 -0.188
C -3.85 -18.87 26.45 -0.194
H 5.13 -15.67 13.89 0.079
N -7.42 -9.33 24.95 -0.042
H -0.25 -9.60 17.92 0.097
H -16.33 -14.64 26.31 0.106
C -4.74 -17.31 41.28 0.046
C 0.24 -12.74 17.80 -0.240
H 2.01 -9.79 19.79 0.048
H 0.77 -9.70 11.48 0.072
F -7.05 -14.63 26.09 -0.208
H -4.68 -20.72 24.27 0.077
H -5.13 -15.43 26.94 0.086
C -0.82 -14.12 19.67 -0.115
H -3.10 -12.49 31.99 0.070
H -5.82 -17.23 28.30 0.103
H -18.28 -13.96 29.41 0.125
H -4.25 -16.55 38.86 0.089
C -14.82 -17.60 16.59 -0.010
H -7.84 -7.29 36.14 0.116
H 1.03 -11.17 13.48 0.086
C -13.47 -16.04 19.72 -0.211
H 2.57 -9.05 16.58 0.131
C -4.99 -17.95 30.25 -0.236
H -9.05 -10.54 28.63 0.082
H 3.19 -12.22 16.78 0.101
C 2.97 -11.97 15.75 -0.282
H -1.60 -14.87 19.86 0.072
C -7.42 -4.12 37.31 -0.086
C -6.72 -15.55 40.10 -0.222
H -3.44 -20.96 27.07 0.101
C 4.27 -15.04 13.88 -0.106
H -0.56 -8.66 14.50 0.092
C -9.03 -11.01 27.68 0.041
H -1.86 -8.83 12.73 0.102
C -8.21 -2.80 37.65 -0.180
H -6.14 -13.90 39.36 0.074
C -12.62 -16.98 17.33 0.023
H 0.59 -8.10 12.12 0.065
H -2.77 -18.94 28.35 0.082
H -5.43 -17.26 42.07 0.096
C -14.18 -14.24 28.16 -0.273
C -14.60 -16.32 18.70 -0.042
C -6.31 -18.04 31.10 -0.278
C -4.26 -21.19 25.18 -0.111
H -3.62 -18.20 38.95 0.130
C -8.36 -10.10 25.42 -0.060
H -6.91 -6.69 37.55 0.079
C 4.25 -13.98 14.95 -0.285
C -2.82 -18.23 27.55 -0.255
H -15.29 -15.04 16.41 0.127
H -9.94 -4.74 37.41 0.105
H -7.01 -17.06 38.65 0.157
H -0.58 -8.57 10.92 0.088
H -3.61 -14.33 24.59 0.105
H -3.92 -18.33 25.48 0.106
C -1.83 -13.88 30.80 -0.269
H -5.90 -7.16 24.02 0.073
S -7.31 -14.51 30.79 0.422
O -7.84 -16.67 25.30 -0.264
H -9.24 -4.24 35.09 0.105
O -14.36 -13.27 27.19 -0.056
H -6.35 -15.49 41.10 0.096
C -7.18 -6.52 36.55 0.035
H -9.86 -6.22 36.51 0.080
H -7.91 -9.13 22.86 0.128
O -8.00 -14.65 23.81 -0.287
H -1.41 -12.59 32.47 0.082
H 0.17 -14.58 19.71 0.068
H 5.11 -13.33 14.83 0.106
H -7.20 -17.74 30.50 0.121
H 3.39 -15.61 14.16 0.075
H -15.87 -17.36 16.62 0.114
C 1.06 -8.18 18.75 -0.267
H 0.99 -13.44 17.60 0.091
H -17.13 -13.27 27.22 0.097
H -7.53 -17.58 40.34 0.157
H -4.62 -13.36 25.60 0.103
H -1.82 -12.66 18.50 0.116
H 0.30 -7.43 18.91 0.107
O -5.58 -12.16 31.80 -0.261
C -5.78 -19.26 40.11 0.022
C -8.35 -4.87 35.07 0.048
H -6.27 -6.31 35.95 0.126
H -0.83 -13.53 20.63 0.083
N -7.42 -13.08 30.30 -0.293
H -15.22 -14.91 29.91 0.145
P 1.43 -11.07 15.80 1.009
C -1.03 -13.43 18.31 -0.250
H -0.35 -12.64 15.66 0.114
H -6.15 -17.24 31.86 0.105
C -6.47 -9.15 25.90 -0.008
C 0.04 -8.93 11.75 -0.110
C 3.09 -13.01 14.66 -0.264
H -3.48 -15.15 31.01 0.104
O -7.96 -14.78 32.02 -0.263
H -8.53 -5.76 34.49 0.103
H -5.04 -17.85 37.93 0.101
H -8.32 -7.78 23.98 0.137
H -5.42 -19.80 31.98 0.059
H -12.01 -16.26 17.81 0.085
H -2.10 -14.73 26.52 0.110
H -10.02 -10.90 27.19 0.092
C -6.74 -17.03 39.74 -0.110
H -15.79 -13.38 29.36 0.146
H -8.40 -1.27 36.49 0.074
H -1.36 -10.53 12.25 0.119
N -5.46 -17.76 39.98 -0.348
H -6.51 -7.19 22.37 0.086
C -3.41 -20.35 26.18 -0.265
H -1.80 -18.23 27.13 0.109
H -7.62 -4.21 34.69 0.093
H 0.15 -8.45 16.77 0.097
H -8.93 -3.01 38.42 0.112
H -3.47 -14.21 29.51 0.080
C -2.28 -15.97 29.31 -0.239
H 2.34 -10.28 17.81 0.087
C -17.07 -14.31 27.05 0.013
H -6.61 -19.30 40.82 0.105
H -12.51 -14.40 20.07 0.103
C -3.12 -14.36 26.61 -0.239
N -14.07 -16.53 17.26 -0.348
H 2.01 -7.61 18.53 0.135
N -9.46 -14.92 25.74 -0.300
H -13.86 -15.20 27.73 0.122
C -6.31 -7.80 23.25 -0.071
H -5.27 -16.05 29.47 0.064
H -0.83 -11.29 16.67 0.091
H -1.88 -16.78 29.93 0.108
S -10.45 -13.78 25.35 0.517
C 1.80 -9.74 17.01 -0.265
H 1.63 -9.60 13.95 0.092
O -7.51 -15.40 29.75 -0.249
C -2.86 -14.79 30.17 -0.238
H -1.32 -10.30 14.71 0.106
H -6.34 -10.12 27.89 0.119
H -5.07 -21.63 25.79 0.072
H -6.81 -19.19 32.79 0.074
H -4.90 -18.86 26.79 0.100
H -4.35 -16.32 41.05 0.106
C -15.45 -14.36 28.98 -0.068
H -7.50 -2.18 38.10 0.112
H -3.92 -17.99 41.54 0.124
C -4.04 -15.64 26.79 -0.228
C -4.53 -17.58 38.82 0.018
H 2.22 -13.62 14.48 0.103
H -17.33 -16.88 27.51 0.106
H -7.16 -4.51 38.30 0.134
H -4.09 -17.83 30.91 0.128
C -7.56 -8.54 23.70 -0.156
H -12.64 -17.82 17.96 0.086
H -13.30 -14.16 28.82 0.142
O -12.67 -14.96 19.31 -0.047
C -2.25 -13.22 32.12 -0.104
O -5.85 -14.78 39.28 -0.026
H -1.54 -15.56 28.63 0.087
H -0.95 -14.41 31.10 0.102
H -1.52 -13.07 30.13 0.114
S -6.74 -11.92 31.03 0.454
O -9.91 -12.45 25.26 -0.308
H -15.29 -15.54 18.63 0.110
C -17.86 -14.96 29.27 0.022
H 0.26 -9.55 20.28 0.093
H -18.62 -15.61 28.81 0.115
H -16.07 -17.04 28.72 0.112
C -6.84 -9.91 26.95 0.013
C -3.58 -13.60 25.39 -0.278
H -15.75 -16.58 27.12 0.120
F -7.85 -11.50 32.08 -0.179
O -6.73 -10.84 30.11 -0.304
H -1.72 -12.29 25.03 0.074
H -3.59 -22.02 24.82 0.085
H -2.42 -20.29 25.75 0.099
H -18.09 -14.69 26.72 0.141
C 0.01 -11.98 16.47 -0.269
H -6.39 -3.98 36.91 0.147
C -6.37 -19.33 31.80 -0.134
C -1.04 -9.54 12.66 -0.250
C -16.47 -16.42 27.94 -0.026
H -5.62 -8.64 25.63 0.106
C 1.22 -9.09 19.93 -0.118
H -4.92 -19.85 40.45 0.123
H -3.21 -13.78 27.56 0.107
H -4.05 -16.18 25.81 0.103
H -6.25 -19.56 39.16 0.118
H -14.56 -17.59 15.52 0.127
H -2.94 -11.63 25.91 0.078
P -3.46 -16.72 28.17 0.996
F -5.78 -14.64 31.28 -0.209
N -8.07 -5.27 36.56 -0.337
N -16.69 -15.01 28.32 -0.342
H -3.29 -11.90 24.13 0.074
H -12.87 -16.96 19.85 0.127
H -15.17 -17.21 19.01 0.145
H -2.50 -13.99 32.85 0.075
H -13.89 -15.48 15.43 0.116
C 0.59 -9.02 17.57 -0.259
H -9.15 -6.28 38.09 0.129
H -5.66 -8.66 22.94 0.102
```

Charge   +5
HOMO level   -15.62 eV
Kohn-Sham gap   9.6 eV
LUMO   -6.03 eV

***

# C6H9DyF2NO5S2

A structure of composition C6H9DyF2NO5S2 (ωB97M-V/def2-TZVPD, the OMol25 dataset).

Structure (XYZ):
```
26
Properties=species:S:1:pos:R:3:mulliken_spin:R:1
F 0.91 0.88 -1.51 -0.001
C -1.50 1.93 0.97 -0.004
N 0.17 -0.77 -3.44 -0.001
H -1.37 1.86 -0.12 0.008
C 1.78 -1.38 1.63 0.005
C -2.81 0.01 0.54 -0.531
O 0.80 -2.26 1.24 0.113
H -1.85 2.93 1.24 -0.009
C 1.50 0.00 1.10 0.018
S 1.16 -0.93 -4.62 0.001
C -0.19 1.67 1.67 -0.006
Dy -1.04 -1.82 0.67 6.586
O -0.94 -1.85 -1.57 0.030
O 0.23 0.32 1.40 0.058
C 1.27 -0.30 -0.98 -0.033
S 0.51 -1.72 -2.07 0.002
H 0.56 2.38 1.30 0.000
H -0.30 1.75 2.76 -0.004
H 2.25 0.80 1.25 0.000
O 0.46 -0.76 -5.90 0.001
H -3.66 -0.59 0.87 -0.017
H -2.65 0.19 -0.53 -0.010
H 2.78 -1.66 1.23 0.004
H 1.88 -1.27 2.73 -0.002
F 2.58 -0.43 -1.26 0.000
O -2.49 0.99 1.39 -0.206
```

Charge   +2
ΔE to the lowest compared entry with this formula, charge and spin   120.3 kJ/mol
⟨S²⟩   12.821
HOMO level (spin up / spin down)   -16.73 / -16.71 eV
Kohn-Sham gap (spin up / spin down)   7.6 / 7.0 eV
LUMO (spin up / spin down)   -9.08 / -9.69 eV
Multiplicity   7

***

# C5H12NO2

An isolated molecule of C5H12NO2 (ωB97M-V/def2-TZVPD, the OMol25 dataset).

Structure (XYZ):
```
20
Properties=species:S:1:pos:R:3:mulliken_spin:R:1
O -1.13 2.49 1.97 0.001
H 1.17 0.68 1.39 -0.002
C 0.09 0.71 -0.45 0.010
O 1.24 -2.21 0.30 0.788
C -0.99 1.07 1.86 0.002
H -0.76 0.76 2.91 0.000
H -1.96 0.67 1.52 0.000
H 0.56 0.14 -3.01 0.001
N -0.22 -0.39 -2.65 0.011
H 1.91 -1.36 -1.44 -0.005
C -0.12 -0.61 -1.19 0.076
H -0.74 1.38 -0.68 0.008
H -1.11 -1.00 -0.90 -0.002
C 1.00 -1.74 -0.89 0.012
H -0.13 -1.32 -3.03 0.002
H 0.22 -0.62 1.30 0.007
H 0.55 -2.56 -1.47 0.086
C 0.15 0.45 1.09 0.005
H -0.50 2.86 1.35 0.000
H 0.96 1.33 -0.72 0.000
```

ΔE to the lowest compared entry with this formula, charge and spin   179.5 kJ/mol
⟨S²⟩   0.755
HOMO level (spin up / spin down)   -9.82 / -9.75 eV
Kohn-Sham gap (spin up / spin down)   10.7 / 7.9 eV
LUMO (spin up / spin down)   0.85 / -1.85 eV
Multiplicity   2